Record 1
Entry from the OMol25 dataset: a cluster of 4 separate species, C43H81BBr2N3O13P in total (the ωB97M-V functional and the def2-TZVPD basis).

Cartesian coordinates (Å):
C 5.4902 2.5811 0.8398
C 5.4424 3.6807 -0.2228
C 5.0391 3.2048 -1.6219
C 5.5843 1.8344 -2.0204
O 4.6710 0.7835 -1.7035
C 3.5211 0.6099 -2.3916
C 3.5026 0.1994 -3.7731
O 4.7069 0.1315 -4.4108
C 4.8676 0.9831 -5.5537
C 4.3127 2.4059 -5.3868
C 5.4013 3.4026 -5.8154
C 3.0323 2.6313 -6.2130
C 1.8694 3.3100 -5.4789
C 0.8328 3.7853 -6.5287
C 2.2989 4.4913 -4.6165
C 2.3438 -0.1499 -4.3865
C 2.2990 -0.7337 -5.7640
C 1.1295 -0.0038 -3.6677
N -0.0434 -0.2953 -4.2755
C -1.1420 -0.1407 -3.5735
P -2.6668 -0.4881 -4.4782
O -3.3999 -1.7381 -4.1834
C -1.1496 0.3133 -2.2283
B -2.4824 0.5010 -1.3756
O -3.2985 -0.5951 -1.1620
N -2.7600 1.7681 -0.7920
C -4.1781 2.0123 -0.4893
C -2.1774 2.9392 -1.4644
N -0.0109 0.5919 -1.6355
C 1.1366 0.4411 -2.3347
C 2.3595 0.7313 -1.6998
C 2.3267 1.1537 -0.2937
Br 1.6946 2.9205 -0.0461
C 2.6360 0.4129 0.7659
C 2.5514 0.8374 2.1920
Br 3.2120 -1.3457 0.4493
H 5.2976 2.9998 1.8240
H 4.7666 1.7963 0.6364
H 6.4733 2.1162 0.8786
H 6.3897 4.2146 -0.2711
H 4.7031 4.4177 0.0909
H 3.9522 3.1926 -1.7200
H 5.4142 3.9193 -2.3532
H 6.4673 1.6040 -1.4300
H 5.8987 1.8052 -3.0567
H 5.9417 1.0135 -5.7178
H 4.4300 0.5355 -6.4469
H 4.0979 2.6155 -4.3429
H 6.1154 3.5912 -5.0179
H 5.9159 3.0531 -6.7089
H 4.9566 4.3617 -6.0726
H 3.2769 3.2507 -7.0779
H 2.6606 1.6901 -6.6150
H 1.3458 2.5832 -4.8563
H -0.1661 3.4147 -6.3121
H 0.7837 4.8720 -6.5498
H 1.0993 3.4586 -7.5315
H 1.4200 5.0443 -4.2934
H 2.9814 5.1522 -5.1462
H 2.7960 4.1637 -3.7031
H 1.6705 -1.6209 -5.7347
H 1.8297 -0.0624 -6.4789
H 3.2836 -1.0499 -6.0910
H -3.4390 0.6668 -4.2149
H -2.2318 -0.3743 -5.8066
H -4.0892 -0.6338 -1.7095
H -4.6227 1.1553 0.0009
H -4.2600 2.8638 0.1848
H -4.7336 2.2719 -1.3938
H -1.1060 2.9830 -1.2904
H -2.3582 2.9451 -2.5411
H -2.6065 3.8453 -1.0438
H 1.5043 0.8984 2.4866
H 3.0761 0.1527 2.8466
H 2.9795 1.8308 2.3096
C -1.6002 4.0244 2.1615
O -2.7321 3.2364 2.4473
C -2.5251 1.8386 2.3181
C -3.1624 1.0588 3.4436
O -2.5595 1.2193 4.7152
C -2.7095 2.4441 5.4075
C -4.0915 2.7027 5.9621
O -5.0415 2.9552 4.9436
C -6.2654 2.2721 5.0967
H -1.4958 4.1968 1.0837
H -1.7271 4.9861 2.6592
H -0.6826 3.5597 2.5371
H -1.4541 1.6102 2.2779
H -2.9732 1.4995 1.3767
H -3.0184 0.0019 3.2043
H -4.2391 1.2387 3.4818
H -2.3639 3.2942 4.8148
H -2.0422 2.3567 6.2688
H -4.0333 3.5852 6.6132
H -4.3979 1.8488 6.5766
H -6.1060 1.2477 5.4464
H -6.7473 2.2307 4.1199
H -6.9317 2.7908 5.7939
C -6.5138 -1.7562 5.0976
O -7.6508 -1.7778 5.9303
C -8.5710 -2.8190 5.6640
C -9.1009 -3.4496 6.9314
O -8.1639 -4.2141 7.6656
C -7.1177 -3.5592 8.3569
C -7.5370 -2.7882 9.5873
O -8.2898 -1.6322 9.2687
C -9.4263 -1.4212 10.0741
H -6.7274 -1.2491 4.1498
H -5.7333 -1.2049 5.6222
H -6.1408 -2.7647 4.8936
H -8.1126 -3.5928 5.0386
H -9.4279 -2.4026 5.1171
H -9.8614 -4.1717 6.6234
H -9.5963 -2.7046 7.5575
H -6.5208 -2.9309 7.6922
H -6.4702 -4.3677 8.7052
H -6.6235 -2.4776 10.1116
H -8.1026 -3.4482 10.2542
H -9.9526 -2.3587 10.2814
H -10.0990 -0.7607 9.5277
H -9.1631 -0.9435 11.0243
C 6.4623 -7.9694 -0.5306
O 6.4478 -7.1547 -1.6798
C 5.6953 -7.6634 -2.7645
C 4.8748 -6.5929 -3.4473
O 3.7891 -6.0889 -2.6941
C 4.0435 -5.2587 -1.5767
C 4.5354 -3.8688 -1.9049
O 5.8492 -3.8665 -2.4308
C 6.0380 -3.0082 -3.5339
H 7.2085 -8.7676 -0.6128
H 6.7212 -7.3367 0.3177
H 5.4806 -8.4159 -0.3417
H 5.0318 -8.4696 -2.4329
H 6.3873 -8.0772 -3.5108
H 4.4085 -7.0684 -4.3142
H 5.5156 -5.7918 -3.8221
H 4.7030 -5.7417 -0.8523
H 3.0693 -5.1359 -1.0965
H 4.5338 -3.2800 -0.9789
H 3.8389 -3.3888 -2.6029
H 5.1837 -3.0410 -4.2192
H 6.9248 -3.3498 -4.0685
H 6.1933 -1.9723 -3.2168

Results
SMILES: CCCCOc1c(OC[C@@H](C)CC(C)C)c(C)c2nc([PH2]=O)c(B(O)N(C)C)nc2c1/C(Br)=C(/C)Br.COCCOCCOC.COCCOCCOC.COCCOCCOC
Electronic energy, eV: -227038.543
Strongest force on any atom, eV/A: 1.96
Gap between HOMO and LUMO, eV: 8.191
Total charge: 0

Atomic partial charges in e from the Löwdin method, atoms 1 to 2: -0.0958 -0.2402



Record 2
Entry from the OMol25 dataset: a cluster of 6 separate species, C43H90N4O9PS in total (the ωB97M-V functional and the def2-TZVPD basis).

Cartesian coordinates (Å):
C 3.2847 -0.9428 3.4582
C 1.9807 -1.0769 3.1551
C 1.0040 0.0311 2.8031
O -0.2886 -0.4720 3.0450
N 1.1815 1.1686 3.8140
C -0.1262 1.7714 4.2684
C -0.7348 1.0629 5.4881
C -2.2216 0.6877 5.2676
N -3.0111 1.0402 6.4379
C 2.2234 2.1648 3.4033
P 2.7254 3.3773 4.7591
C 4.5537 3.2973 4.8630
C 2.1048 2.7266 6.3738
C 1.7266 2.7572 2.0824
S 2.7481 4.1818 1.6089
C 2.4680 4.4088 -0.1263
O 4.1339 3.8617 1.8239
O 2.2139 5.3359 2.2736
N 1.9205 1.7083 1.0941
C 1.1123 0.4802 1.2821
C 1.8521 -0.5866 0.4528
C 1.9300 -0.2418 -1.0574
C 1.6432 -1.4419 -1.9638
C 2.7517 -2.5153 -1.9242
N 2.5129 -3.6118 -0.9650
C -0.3203 0.7572 0.7385
C -1.1048 -0.4293 0.1851
C -2.6533 -0.2852 0.2124
C -3.2186 0.9790 0.8599
C -4.7241 0.8702 1.1669
O -4.9435 0.6046 2.5459
C -4.8429 -0.7604 2.9026
C -5.4503 -0.9539 4.2954
H 4.0171 -1.5544 2.9408
H 3.6582 -0.2634 4.2214
H 1.5764 -2.0870 3.1174
H -0.3288 -1.3867 2.7363
H 1.5585 0.6984 4.6386
H 0.0505 2.8142 4.5339
H -0.8349 1.8090 3.4498
H -0.1930 0.1332 5.6739
H -0.6930 1.7052 6.3634
H -2.3172 -0.3885 5.1254
H -2.6055 1.1589 4.3522
H -3.8746 0.5164 6.4726
H -3.2291 2.0290 6.4782
H 3.1224 1.6274 3.1016
H 4.9938 2.4077 4.4105
H 4.8196 3.2861 5.9213
H 4.9684 4.1925 4.4121
H 2.0229 1.6368 6.4433
H 2.7784 3.0822 7.1497
H 1.1174 3.1393 6.5670
H 0.7023 3.1468 2.1518
H 1.4019 4.4020 -0.3439
H 2.9888 3.6187 -0.6657
H 2.9202 5.3725 -0.3481
H 1.7600 2.0812 0.1689
H 1.3895 -1.5677 0.5615
H 2.8810 -0.6288 0.7982
H 1.3055 0.6148 -1.3240
H 2.9571 0.0504 -1.2881
H 1.5545 -1.1025 -2.9971
H 0.7096 -1.9414 -1.6874
H 2.7565 -2.9764 -2.9068
H 3.7267 -2.0683 -1.7400
H 2.9796 -3.4492 -0.0823
H 1.5247 -3.7339 -0.7840
H -0.8603 1.2406 1.5457
H -0.2449 1.5090 -0.0508
H -0.7916 -0.6328 -0.8375
H -0.8524 -1.3425 0.7298
H -3.0721 -1.1765 0.6795
H -3.0100 -0.3260 -0.8151
H -2.7753 1.1212 1.8508
H -3.0124 1.8755 0.2726
H -5.1740 1.8505 1.0144
H -5.2046 0.1128 0.5394
H -3.8040 -1.1133 2.9111
H -5.4269 -1.3457 2.1838
H -6.3564 -1.5552 4.2375
H -5.7286 0.0079 4.7248
H -4.7683 -1.4665 4.9747
C 6.1444 -2.5369 -6.0150
C 6.3589 -3.7094 -5.0599
C 5.6656 -3.2146 -3.7983
O 4.5959 -2.3681 -4.2305
C 4.7458 -2.0804 -5.6268
H 6.2259 -2.8030 -7.0663
H 6.8695 -1.7475 -5.8129
H 5.8556 -4.6006 -5.4412
H 7.4066 -3.9557 -4.8952
H 6.3488 -2.6237 -3.1772
H 5.2564 -4.0228 -3.1895
H 3.9802 -2.6375 -6.1777
H 4.5839 -1.0144 -5.7924
C 7.8948 1.7272 -8.8857
C 9.3155 1.2170 -8.6576
C 9.0694 0.0138 -7.7572
O 7.7894 -0.5085 -8.1217
C 7.1102 0.4244 -8.9655
H 7.7850 2.3404 -9.7785
H 7.5659 2.3150 -8.0257
H 9.7542 0.8964 -9.6046
H 9.9804 1.9519 -8.2069
H 9.0389 0.3084 -6.7020
H 9.8205 -0.7677 -7.8755
H 7.1024 0.0290 -9.9866
H 6.0778 0.5264 -8.6274
C -3.8772 -4.4539 -2.8549
C -4.1181 -3.5100 -4.0309
C -4.3738 -2.1897 -3.3239
O -3.6039 -2.2255 -2.1112
C -3.1245 -3.5533 -1.8856
H -3.3198 -5.3517 -3.1169
H -4.8311 -4.7601 -2.4198
H -3.2169 -3.4414 -4.6441
H -4.9403 -3.8048 -4.6746
H -5.4306 -2.0778 -3.0610
H -4.0726 -1.3252 -3.9150
H -2.0457 -3.5736 -2.0847
H -3.2883 -3.8201 -0.8393
C -4.5777 4.2069 10.3682
C -3.6779 2.9958 10.5926
C -3.9788 2.1509 9.3631
O -4.3034 3.0709 8.3068
C -4.4911 4.3801 8.8595
H -4.2640 5.0961 10.9123
H -5.6023 3.9712 10.6626
H -2.6297 3.3040 10.5910
H -3.8752 2.4679 11.5239
H -4.8448 1.5016 9.5290
H -3.1373 1.5332 9.0527
H -3.6336 5.0019 8.5801
H -5.3912 4.8207 8.4306
C -8.0833 -2.2900 -7.3738
C -7.0759 -1.8886 -8.4485
C -5.8418 -1.5766 -7.6131
O -5.9031 -2.4313 -6.4671
C -7.1976 -3.0356 -6.3853
H -8.9046 -2.8998 -7.7459
H -8.5057 -1.3986 -6.9052
H -6.8797 -2.7338 -9.1113
H -7.3957 -1.0457 -9.0586
H -5.8464 -0.5358 -7.2719
H -4.9085 -1.7613 -8.1460
H -7.1062 -4.0932 -6.6555
H -7.5583 -2.9714 -5.3573

Results
Electronic energy, eV: -90550.419
Strongest force on any atom, eV/A: 1.80
Gap between HOMO and LUMO, eV: 7.861
Total charge: +1

Atomic partial charges in e from the Löwdin method, atoms 1 to 2: 0.0671 -0.0755



Q: Which formula does entry 2 have?
A: C43H90N4O9PS